This record from OMol25 describes one molecule with the formula C3H3NO2. The level of theory is ωB97M-V/def2-TZVPD.

Calculated values
HOMO in eV: -10.87
SMILES: N#CC(=O)CO
LUMO energy in eV: -0.84
Energy in eV: -8742.6513

Bonds (Å) are listed after each position.
Positions of all 9 atoms, in Å:
1 O 1.169 0.144 1.396  C4 1.359, H8 0.978
2 O -1.511 -0.438 0.839  C6 1.181
3 N -1.195 0.870 -2.345  C5 1.138
4 C 0.731 -0.179 0.150  O1 1.359, C6 1.530, H7 1.120, H9 0.999
5 C -1.085 0.480 -1.282  N3 1.138, C6 1.415
6 C -0.784 -0.017 0.008  O2 1.181, C4 1.530, C5 1.415
7 H 1.428 0.275 -0.600  C4 1.120
8 H 0.400 -0.008 1.981  O1 0.978
9 H 0.848 -1.126 -0.146  C4 0.999

=====

This record from OMol25 describes one molecule with the formula C3H3NO2. The level of theory is ωB97M-V/def2-TZVPD.

Calculated values
HOMO in eV: -11.31
SMILES: N#C[C@@H](O)C=O
LUMO energy in eV: 0.10
Energy in eV: -8743.4081

Bonds (Å) are listed after each position.
Positions of all 9 atoms, in Å:
1 O 1.185 1.483 0.625  C5 1.206
2 O 1.186 -0.983 -0.272  C6 1.387, H8 0.975
3 N -1.897 -0.677 -1.735  C4 1.155
4 C -1.069 -0.598 -0.933  N3 1.155, C6 1.479
5 C 0.088 0.992 0.532  O1 1.206, C6 1.533, H7 1.103
6 C -0.044 -0.481 0.127  O2 1.387, C4 1.479, C5 1.533, H9 1.104
7 H -0.840 1.549 0.738  C5 1.103
8 H 1.826 -0.269 -0.090  O2 0.975
9 H -0.436 -1.017 1.008  C6 1.104

=====

This record from OMol25 describes one molecule with the formula C3H3NO2. The level of theory is ωB97M-V/def2-TZVPD.

Calculated values
HOMO (alpha / beta) in eV: -9.07 / -9.07
LUMO energy (alpha / beta) in eV: -1.29 / -1.29
Energy in eV: -8739.6892

Bonds (Å) are listed after each position.
Positions of all 9 atoms, in Å:
1 O 1.727 1.217 0.060  C5 1.207
2 O -0.454 -1.457 0.579  C4 1.349, H9 0.964
3 N -0.998 1.305 -1.789  C6 1.189
4 C -0.158 -0.231 0.099  O2 1.349, C5 1.496, C6 1.431
5 C 1.165 0.280 0.574  O1 1.207, C4 1.496, H8 1.099
6 C -0.842 0.543 -0.890  N3 1.189, C4 1.431, H7 1.316
7 H -1.564 0.514 0.210  C6 1.316
8 H 1.750 -0.233 1.350  C5 1.099
9 H -0.694 -2.058 -0.136  O2 0.964

=====

This record from OMol25 describes one molecule with the formula C3H3NO2. The level of theory is ωB97M-V/def2-TZVPD.

Calculated values
HOMO (alpha / beta) in eV: -8.19 / -8.19
LUMO energy (alpha / beta) in eV: 0.35 / 0.35
Energy in eV: -8740.6781

Bonds (Å) are listed after each position.
Positions of all 9 atoms, in Å:
1 O 1.125 -0.909 0.037  N3 1.357, C5 1.294
2 O -2.433 0.068 -0.045  C4 1.163
3 N -0.092 -1.511 0.024  O1 1.357, H8 1.014
4 C -1.298 0.322 -0.022  O2 1.163, C6 1.347
5 C 1.073 0.380 0.140  O1 1.294, C6 1.398, H9 1.076
6 C -0.160 1.035 0.082  C4 1.347, C5 1.398, H7 1.078
7 H -0.207 2.111 0.041  C6 1.078
8 H -0.033 -2.369 -0.514  N3 1.014
9 H 2.023 0.872 0.257  C5 1.076

=====

This record from OMol25 describes a 2-piece molecular cluster, C3H3NO2 overall. The level of theory is ωB97M-V/def2-TZVPD.

Calculated values
HOMO in eV: -8.93
LUMO energy in eV: 0.25
Energy in eV: -8740.5438

Bonds (Å) are listed after each position.
Positions of all 9 atoms, in Å:
1 O 1.487 -0.738 0.349  C6 1.215
2 O -1.027 -0.111 -1.586  C5 1.302, H9 0.972
3 N -1.326 0.433 1.411  C4 1.154
4 C -0.498 0.204 2.180  N3 1.154, H7 1.071
5 C -0.029 0.531 -1.049  O2 1.302, C6 1.474
6 C 1.109 -0.355 -0.741  O1 1.215, C5 1.474, H8 1.118
7 H 0.265 -0.005 2.902  C4 1.071
8 H 1.737 -0.494 -1.655  C6 1.118
9 H -1.717 0.535 -1.810  O2 0.972

=====

This record from OMol25 describes one molecule with the formula C3H3NO2. The level of theory is ωB97M-V/def2-TZVPD.

Calculated values
HOMO in eV: -9.08
LUMO energy in eV: -1.60
Energy in eV: -8739.6554

Bonds (Å) are listed after each position.
Positions of all 9 atoms, in Å:
1 O -0.239 0.998 -1.857  C4 1.416, H9 0.974
2 O 0.087 0.369 2.031  C5 1.232
3 N -0.296 1.759 -0.169  C4 1.290
4 C -0.238 0.520 -0.525  O1 1.416, N3 1.290, C6 1.357
5 C 0.066 -0.693 1.409  O2 1.232, C6 1.433, H8 1.107
6 C -0.139 -0.731 -0.009  C4 1.357, C5 1.433, H7 1.079
7 H -0.168 -1.619 -0.622  C6 1.079
8 H 0.241 -1.658 1.922  C5 1.107
9 H 0.694 1.133 -2.103  O1 0.974